The following is a DFT calculation (ωB97M-V/def2-TZVPD) of C7H13CoNOP as an isolated structure at a distorted geometry.

The geometry in XYZ format:
```
24
Properties=species:S:1:pos:R:3
Co 0.97 -0.96 0.47
H -0.81 -0.80 -2.20
H 1.14 -3.40 -0.63
H -0.24 -3.22 1.53
C 0.57 0.00 3.15
N -0.56 -0.69 3.34
H -0.87 -0.82 4.29
C -1.28 1.36 -1.67
H -1.38 -3.08 -0.78
H -2.33 1.31 -1.51
C 1.41 0.62 4.15
H 1.78 2.67 -1.45
C 0.91 2.08 -1.64
H -0.73 3.37 -0.89
C 0.98 0.61 -1.67
H 2.46 0.48 3.86
O 1.00 0.16 1.97
P -0.11 -3.02 0.06
C -0.46 2.57 -1.57
H 1.17 1.69 4.16
H 1.77 -0.02 -2.08
C -0.50 0.11 -1.66
H -1.11 -1.08 2.56
H 1.15 0.13 5.07
```

Output
Kohn-Sham gap (spin up / spin down) ... 0.177 / 0.223 hartree
Multiplicity ... 5
HOMO level (spin up / spin down) ... -4.80 / -6.73 eV